Molecular formula: C18H50Ba2O16
Method: DFT, wB97M-V/def2-TZVPD

Last column: Mulliken charge in e.
Geometry (Å):
Ba1 9.116 25.519 -10.237  1.63
Ba2 2.659 11.425 -8.581  1.48
O1 10.995 20.736 -4.653  -0.50
O2 -2.645 18.849 -15.767  -0.51
O3 4.986 23.082 -3.934  -0.53
O4 8.057 20.338 -8.994  -0.75
O5 1.156 15.935 -6.377  -0.52
O6 9.942 14.223 -4.180  -0.51
O7 6.238 16.084 -8.791  -0.75
O8 13.679 16.496 -10.958  -0.49
O9 4.506 27.129 -9.252  -0.53
O10 11.195 22.053 -13.377  -0.52
O11 2.374 23.401 -14.228  -0.48
O12 5.893 21.223 -10.652  -0.73
O13 11.176 12.314 -12.086  -0.48
O14 -0.996 23.693 -10.277  -0.48
O15 4.938 15.881 -15.890  -0.48
O16 4.185 16.949 -10.694  -0.73
C1 4.310 22.114 -4.712  -0.44
C2 0.583 17.266 -6.596  -0.51
C3 5.083 17.736 -10.231  0.58
C4 5.010 18.986 -10.709  -0.39
C5 2.716 23.322 -15.614  -0.46
C6 10.948 20.739 -14.015  -0.53
C7 6.152 17.324 -9.222  0.37
C8 3.569 27.195 -8.205  -0.46
C9 5.971 16.838 -16.145  -0.58
C10 -2.192 19.146 -14.476  -0.46
C11 10.535 11.573 -11.050  -0.47
C12 13.859 17.107 -9.716  -0.50
C13 10.068 20.674 -3.597  -0.48
C14 7.117 18.214 -8.819  -0.64
C15 -0.693 22.583 -9.476  -0.53
C16 7.186 19.522 -9.318  0.51
C17 11.261 14.677 -4.392  -0.44
C18 6.006 20.039 -10.287  0.50
H1 4.222 19.256 -11.396  0.47
H2 6.885 16.637 -15.586  0.26
H3 11.366 22.716 -14.049  0.30
H4 11.311 11.105 -10.444  0.24
H5 9.279 19.936 -3.745  0.24
H6 9.818 10.881 -11.491  0.20
H7 10.433 20.049 -13.347  0.23
H8 1.402 17.985 -6.591  0.23
H9 11.806 14.672 -3.448  0.21
H10 11.254 15.705 -4.753  0.20
H11 1.851 23.608 -16.213  0.21
H12 4.762 21.133 -4.568  0.24
H13 0.384 22.526 -9.316  0.22
H14 -1.150 22.657 -8.489  0.25
H15 3.143 23.133 -13.721  0.28
H16 9.418 14.236 -4.984  0.30
H17 14.519 16.588 -11.415  0.30
H18 0.077 17.303 -7.561  0.21
H19 11.844 20.267 -14.418  0.27
H20 4.602 16.170 -15.038  0.30
H21 10.501 20.857 -5.468  0.29
H22 10.316 20.802 -14.902  0.26
H23 4.536 22.378 -5.745  0.18
H24 11.767 13.968 -5.047  0.24
H25 9.671 21.662 -3.367  0.25
H26 2.726 26.533 -8.404  0.21
H27 7.907 17.937 -8.137  0.46
H28 3.295 28.250 -8.186  0.25
H29 14.171 18.142 -9.853  0.23
H30 2.915 22.273 -15.834  0.23
H31 -1.361 18.481 -14.241  0.22
H32 -1.046 21.614 -9.830  0.23
H33 11.387 13.150 -11.664  0.31
H34 6.306 16.904 -17.180  0.27
H35 -0.271 23.718 -10.905  0.31
H36 10.032 12.261 -10.371  0.21
H37 4.953 22.952 -2.983  0.30
H38 14.644 16.622 -9.136  0.25
H39 4.093 27.201 -10.116  0.32
H40 3.229 22.068 -4.579  0.25
H41 1.336 15.935 -5.434  0.31
H42 12.951 17.103 -9.112  0.21
H43 10.697 20.363 -2.763  0.21
H44 3.932 26.897 -7.221  0.22
H45 -0.116 17.458 -5.781  0.28
H46 3.605 23.923 -15.804  0.22
H47 -3.004 19.111 -13.750  0.24
H48 -1.750 20.141 -14.414  0.20
H49 -3.287 18.136 -15.792  0.31
H50 5.747 17.864 -15.852  0.22

Forces on atoms 1 to 6 (eV/Å):
Ba -0.322 -0.544 0.069
Ba 0.145 0.479 -0.051
O -0.035 0.041 -0.855
O -0.089 0.531 -0.975
O 0.100 0.703 -0.122
O -0.186 -0.131 -0.307

For the orbital gap, the calculation gives 1.420 eV. As for the net charge: +2.

=====

Molecular formula: C2HFIO2
Method: DFT, wB97M-V/def2-TZVPD

Last column: natural (NBO) charge in e.
Geometry (Å):
I1 1.436 -1.144 -0.671  -0.42
F1 -1.500 -0.873 -0.088  -0.44
O1 0.858 1.937 -1.252  -0.51
O2 -0.009 2.135 0.831  -0.54
C1 -0.507 -1.403 0.694  -0.19
C2 0.412 1.920 -0.220  1.04
H1 -0.690 -2.571 0.707  0.06

Forces on atoms 1 to 6 (eV/Å):
I 0.075 -0.771 0.014
F -0.614 -0.112 -0.613
O 1.373 -0.096 -3.976
O -0.642 -0.421 1.263
C 0.264 -1.066 1.503
C -0.814 0.967 2.595

For the orbital gap, the calculation gives 6.078 eV. As for the net charge: -1.

=====

Molecular formula: C14H15O2PS2
Method: DFT, wB97M-V/def2-TZVPD

Last column: natural (NBO) charge in e.
Geometry (Å):
S1 -3.065 3.727 -0.659  -0.63
S2 -0.175 2.176 -0.875  -0.01
P1 -2.257 2.057 -1.203  1.65
O1 -2.885 0.792 -0.369  -0.80
O2 -2.525 1.796 -2.732  -0.98
C1 0.352 1.060 -2.222  -0.54
C2 0.294 -1.118 2.401  -0.22
C3 -0.288 -2.389 2.531  -0.21
C4 -2.621 0.924 1.050  -0.11
C5 2.667 -1.215 -0.227  -0.14
C6 -0.478 -0.054 1.951  -0.19
C7 -1.638 -2.586 2.210  -0.24
C8 1.501 -0.670 -0.740  -0.24
C9 -1.846 -0.212 1.614  -0.09
C10 2.841 0.877 -2.015  -0.23
C11 -2.420 -1.523 1.757  -0.13
C12 3.991 0.331 -1.480  -0.20
C13 1.593 0.373 -1.682  -0.03
C14 3.946 -0.763 -0.607  -0.24
H1 4.951 0.795 -1.688  0.21
H2 2.885 1.728 -2.718  0.21
H3 0.053 0.921 1.902  0.23
H4 -3.491 1.943 -2.787  0.52
H5 1.310 -0.909 2.644  0.22
H6 4.849 -1.150 -0.150  0.22
H7 0.322 -3.242 2.874  0.22
H8 0.549 -1.070 -0.433  0.23
H9 -3.558 0.984 1.602  0.21
H10 -2.076 1.837 1.322  0.21
H11 2.572 -2.044 0.463  0.20
H12 0.595 1.615 -3.095  0.23
H13 -0.396 0.310 -2.519  0.24
H14 -2.086 -3.575 2.333  0.22
H15 -3.469 -1.725 1.545  0.21

Forces on atoms 1 to 6 (eV/Å):
S -0.046 -0.085 0.161
S -1.340 -0.383 -0.931
P -0.095 1.571 2.080
O 1.108 0.689 -0.659
O -0.362 -1.107 -0.219
C 0.608 -1.434 0.758

For the orbital gap, the calculation gives 9.055 eV. Its SMILES is O[P@@](=S)(OCc1ccccc1)SCc1ccccc1. As for the net charge: 0.

=====

Molecular formula: C34H45NO2TeW
Method: DFT, wB97M-V/def2-TZVPD

Last column: Mulliken charge in e.
Geometry (Å):
W1 0.401 2.101 -0.241  0.72
Te1 -0.833 1.318 2.041  0.31
O1 -0.439 2.752 -1.832  -0.83
O2 2.020 1.221 -0.115  -0.64
N1 0.045 0.353 -1.105  -0.05
C1 5.661 -0.847 -0.981  -1.68
C2 1.148 -4.833 -1.973  -1.62
C3 -6.186 0.097 -1.067  -2.21
C4 2.922 2.616 3.777  -0.73
C5 3.024 1.819 4.915  -0.55
C6 -1.486 1.987 -1.375  1.50
C7 -3.652 0.265 -1.170  -0.64
C8 -2.383 -0.295 -1.239  -0.63
C9 -4.860 -0.660 -1.153  1.84
C10 0.834 1.543 3.249  0.46
C11 2.140 -0.150 -0.369  1.94
C12 -3.807 1.682 -1.046  -0.17
C13 3.040 -5.126 -0.393  -2.10
C14 -2.594 4.800 -2.274  -1.65
C15 -4.308 4.461 -0.502  -2.16
C16 4.698 -0.346 0.108  1.92
C17 0.741 -4.784 0.504  -1.55
C18 -1.937 4.544 0.167  -1.16
C19 4.787 1.181 0.146  -1.76
C20 5.131 -0.892 1.475  -1.56
C21 1.717 -4.394 -0.617  1.84
C22 2.034 0.892 5.224  -0.60
C23 1.891 -2.876 -0.591  -0.90
C24 -2.894 4.077 -0.949  1.69
C25 -2.769 2.569 -1.120  -1.04
C26 0.935 0.749 4.396  -0.69
C27 0.920 -0.698 -0.831  -0.23
C28 -4.848 -1.487 -2.452  -1.54
C29 0.779 -2.068 -0.855  0.16
C30 3.301 -0.880 -0.219  -0.97
C31 1.829 2.480 2.945  0.10
C32 3.110 -2.266 -0.331  -0.23
C33 -4.751 -1.600 0.060  -1.55
C34 -1.282 0.544 -1.309  0.40
H1 -3.877 -2.251 0.003  0.33
H2 -4.613 3.933 0.403  0.46
H3 4.446 -0.567 2.262  0.33
H4 6.665 -0.477 -0.771  0.47
H5 -5.677 -2.194 -2.432  0.45
H6 -0.148 -2.520 -1.183  0.54
H7 -1.576 4.644 -2.621  0.38
H8 0.616 -5.868 0.528  0.45
H9 -4.705 -1.038 0.995  0.36
H10 1.062 -5.920 -1.999  0.46
H11 3.687 3.346 3.553  0.46
H12 1.741 3.133 2.079  0.34
H13 -2.248 4.161 1.140  0.27
H14 2.864 -6.201 -0.423  0.45
H15 5.713 -1.935 -1.018  0.32
H16 -3.926 -2.058 -2.571  0.32
H17 4.450 1.634 -0.787  0.36
H18 3.477 -4.895 0.581  0.41
H19 3.974 -2.894 -0.177  0.57
H20 3.771 -4.893 -1.170  0.42
H21 -4.970 -0.847 -3.328  0.41
H22 -1.928 5.633 0.220  0.52
H23 0.167 0.026 4.639  0.38
H24 0.152 -4.427 -2.158  0.32
H25 -6.287 0.651 -0.131  0.43
H26 -2.246 -1.367 -1.210  0.59
H27 5.169 -1.981 1.486  0.33
H28 1.800 -4.526 -2.792  0.37
H29 -0.873 4.267 0.011  0.15
H30 -7.003 -0.622 -1.104  0.45
H31 -6.322 0.785 -1.904  0.45
H32 -2.748 5.870 -2.136  0.47
H33 1.115 -4.465 1.479  0.36
H34 6.128 -0.523 1.719  0.47
H35 4.219 1.605 0.976  0.11
H36 -4.338 5.530 -0.289  0.44
H37 3.878 1.931 5.569  0.43
H38 5.831 1.463 0.287  0.55
H39 -3.279 4.462 -3.052  0.36
H40 5.365 -0.485 -1.967  0.39
H41 -0.245 -4.340 0.351  0.29
H42 -4.803 2.061 -0.879  0.81
H43 2.120 0.282 6.113  0.43
H44 -5.040 4.269 -1.287  0.44
H45 -5.633 -2.239 0.098  0.46

Forces on atoms 1 to 6 (eV/Å):
W -0.562 -1.893 0.428
Te 0.069 0.825 -1.128
O 0.019 -0.289 0.496
O -0.561 0.295 -0.240
N 0.415 0.299 0.334
C 0.003 0.007 0.012

For the orbital gap (alpha / beta), the calculation gives 5.178 / 5.200 eV. As for the net charge: +2.

=====

Molecular formula: C53H64BN2O3S
Method: DFT, wB97M-V/def2-TZVPD

Last column: Mulliken charge in e.
Geometry (Å):
S1 4.841 -1.638 0.316  0.32
O1 1.916 -3.460 1.986  -0.49
O2 2.644 -1.132 2.719  -0.05
O3 4.286 -2.770 1.458  -0.17
N1 4.142 -5.388 -1.685  -0.56
N2 2.470 -1.594 -1.288  0.14
C1 -3.473 -3.085 -2.086  -0.39
C2 -1.133 -2.112 1.803  -0.26
C3 4.701 3.531 5.369  -0.32
C4 1.239 0.931 -7.493  -0.37
C5 0.133 8.676 4.787  -0.31
C6 2.352 3.136 5.771  -0.49
C7 3.491 3.921 5.944  -0.61
C8 -4.603 -3.099 -2.904  -0.57
C9 4.771 2.353 4.625  -0.56
C10 -3.656 -1.156 1.093  -0.60
C11 3.499 0.971 -5.858  -0.38
C12 -4.382 -1.962 -11.013  -0.30
C13 2.508 0.791 -8.054  -0.41
C14 -3.191 3.209 2.897  -0.55
C15 -0.882 2.907 3.539  -0.27
C16 3.451 -0.714 -0.543  -0.49
C17 -3.149 4.524 3.361  -0.51
C18 -2.057 2.402 2.982  -0.23
C19 3.630 1.570 4.449  -0.20
C20 -4.265 -2.264 7.223  -0.44
C21 -3.499 -1.921 2.249  -0.57
C22 -2.238 -2.397 2.605  -0.65
C23 1.100 1.090 -6.114  -0.52
C24 -3.195 -3.398 -4.845  -0.10
C25 -2.847 -3.504 8.735  -0.36
C26 -4.274 -2.457 -8.651  -0.06
C27 -4.219 -3.317 -11.303  -0.40
C28 0.163 8.246 3.460  -0.12
C29 2.420 1.963 5.020  -0.40
C30 -4.108 -3.028 8.379  -0.39
C31 -0.142 10.524 2.715  -0.34
C32 0.021 9.170 2.425  -0.52
C33 5.678 -2.717 -1.021  -0.29
C34 -2.065 -3.374 -4.028  -0.66
C35 -0.167 10.954 4.042  -0.39
C36 4.945 -5.314 -0.402  -0.37
C37 -4.107 -3.811 -8.941  -0.18
C38 2.229 1.105 -5.296  -0.23
C39 -3.158 -1.972 6.426  -0.26
C40 -0.841 4.221 4.005  -0.19
C41 -1.288 -1.343 0.649  0.53
C42 -4.407 -1.532 -9.686  -0.61
C43 -2.204 -3.219 -2.649  -0.28
C44 -4.077 -4.240 -10.268  -0.45
C45 -2.549 -0.864 0.296  -0.85
C46 -4.464 -3.258 -4.283  -0.32
C47 -1.897 -2.451 6.779  -0.40
C48 6.134 -4.179 -0.403  -0.61
C49 3.638 0.816 -7.237  -0.43
C50 -1.742 -3.220 7.933  -0.43
C51 2.667 -1.567 -2.786  -0.85
C52 -0.034 10.029 5.078  -0.43
C53 -1.972 5.031 3.912  -0.42
B1 2.985 -2.401 2.046  0.15
H1 -4.300 -2.122 -7.617  0.22
H2 5.588 4.144 5.502  0.38
H3 1.811 -0.802 2.229  0.24
H4 2.121 1.222 -4.221  0.51
H5 -4.032 5.153 3.292  0.38
H6 0.358 0.916 -8.130  0.39
H7 3.284 -4.785 -1.623  0.25
H8 -0.151 -2.489 2.076  0.52
H9 -3.279 -1.371 5.528  0.44
H10 4.176 -5.211 0.492  0.18
H11 1.646 -3.534 1.004  0.31
H12 5.474 -6.366 -0.253  0.28
H13 -1.035 -2.225 6.157  0.42
H14 -0.250 11.244 1.909  0.36
H15 1.592 -1.407 -3.270  0.31
H16 -4.109 2.813 2.469  0.39
H17 0.001 2.277 3.609  0.17
H18 3.685 0.653 3.868  0.39
H19 3.437 4.837 6.527  0.38
H20 -0.290 12.010 4.269  0.35
H21 0.074 4.614 4.441  0.44
H22 -0.760 -3.597 8.206  0.35
H23 0.239 7.956 5.594  0.36
H24 -2.670 -0.263 -0.602  0.37
H25 -2.116 -2.990 3.507  0.50
H26 -4.001 -4.531 -8.134  0.36
H27 5.026 -2.826 -1.988  0.11
H28 4.628 0.713 -7.676  0.36
H29 4.764 -5.040 -2.467  0.28
H30 -5.248 -1.895 6.944  0.36
H31 1.530 1.355 4.880  0.57
H32 2.791 -0.043 0.192  0.26
H33 -3.582 -2.968 -1.011  0.55
H34 -3.945 -5.295 -10.495  0.35
H35 -4.361 -2.145 2.872  0.48
H36 1.410 3.439 6.222  0.50
H37 6.574 -3.966 0.679  0.30
H38 -4.970 -3.253 9.003  0.36
H39 7.004 -4.611 -1.096  0.36
H40 2.616 0.665 -9.128  0.36
H41 -5.345 -3.273 -4.920  0.39
H42 -1.075 -3.477 -4.466  0.37
H43 -5.592 -2.988 -2.467  0.38
H44 -1.323 -3.202 -2.012  0.43
H45 5.715 2.046 4.182  0.37
H46 3.984 0.079 -1.259  0.48
H47 1.466 -1.324 -1.060  -0.01
H48 -0.426 -1.117 0.027  0.06
H49 -4.490 -1.242 -11.820  0.36
H50 3.026 -2.632 -3.137  0.25
H51 0.038 8.834 1.391  0.35
H52 -2.089 1.379 2.616  0.44
H53 -4.202 -3.652 -12.337  0.35
H54 -1.938 6.056 4.270  0.36
H55 -4.530 -0.476 -9.460  0.36
H56 0.111 1.201 -5.677  0.37
H57 -3.087 -3.524 -5.918  0.22
H58 -2.725 -4.098 9.637  0.35
H59 4.380 0.987 -5.222  0.35
H60 -0.060 10.364 6.112  0.35
H61 6.647 -2.118 -1.338  0.42
H62 3.362 -0.717 -3.188  0.21
H63 0.295 7.192 3.234  0.34
H64 -4.639 -0.787 0.814  0.47

Forces on atoms 1 to 6 (eV/Å):
S 0.655 -0.559 0.375
O 2.335 2.927 -2.217
O -0.005 -2.303 -3.615
O -1.625 2.334 -1.267
N 1.009 1.494 0.438
N 0.417 1.797 0.280

For the orbital gap, the calculation gives 6.389 eV. As for the net charge: +1.

=====

Molecular formula: C22H44O7S
Method: DFT, wB97M-V/def2-TZVPD

Last column: Mulliken charge in e.
Geometry (Å):
S1 -0.175 0.766 5.325  0.49
O1 0.736 0.438 6.386  -0.50
O2 -3.505 0.554 -2.506  -0.47
O3 0.551 2.008 4.566  -0.35
O4 5.448 4.189 5.487  -0.55
O5 3.128 -1.477 -4.050  -0.52
O6 -6.418 0.651 -6.857  -0.56
O7 0.037 -0.282 4.105  -0.16
C1 1.769 -2.710 3.497  0.49
C2 -4.409 1.207 -2.036  0.85
C3 4.086 -0.832 -4.407  0.86
C4 -0.394 -1.621 4.438  -0.72
C5 -4.924 0.944 -0.641  -1.13
C6 3.281 3.204 5.540  -0.79
C7 5.279 -0.627 -3.506  -1.13
C8 4.256 4.353 5.605  0.69
C9 -6.226 -1.704 -6.595  -1.08
C10 0.702 -2.122 -0.121  -0.94
C11 -5.735 -0.279 -6.496  0.83
C12 0.890 -0.640 -2.091  -1.23
C13 -4.355 -0.074 -5.922  -0.89
C14 0.381 -2.132 1.358  0.28
C15 4.145 -0.194 -5.774  -1.15
C16 3.670 5.729 5.825  -1.08
C17 2.675 -1.462 3.328  -1.22
C18 0.763 -2.582 4.647  -1.02
C19 0.108 -1.235 -0.943  0.62
C20 -1.338 -0.827 -0.789  -1.38
C21 1.151 -3.187 2.165  -1.20
C22 -5.073 2.317 -2.813  -1.09
H1 0.318 -3.561 4.854  0.41
H2 3.127 5.757 6.772  0.31
H3 -5.561 -2.285 -7.235  0.32
H4 3.725 -1.753 3.303  0.37
H5 2.455 -3.508 3.798  0.47
H6 2.585 3.349 4.716  0.20
H7 3.229 -0.417 -6.318  0.30
H8 -6.255 -2.160 -5.604  0.30
H9 5.428 0.438 -3.318  0.31
H10 -7.227 -1.713 -7.021  0.31
H11 1.985 -3.579 1.574  0.44
H12 -4.125 0.989 -5.906  0.21
H13 2.722 3.128 6.473  0.33
H14 -3.612 -0.587 -6.535  0.39
H15 4.248 0.888 -5.679  0.33
H16 -4.313 -0.459 -4.902  0.17
H17 2.435 -0.881 2.442  0.24
H18 5.108 -1.134 -2.559  0.29
H19 1.700 -0.028 -1.693  0.29
H20 1.333 -1.417 -2.711  0.35
H21 -4.363 0.125 -0.196  0.23
H22 4.996 -0.585 -6.334  0.34
H23 -0.063 2.377 3.914  0.30
H24 -4.804 1.836 -0.025  0.34
H25 0.273 0.016 -2.708  0.38
H26 -6.136 2.104 -2.937  0.33
H27 2.571 -0.844 4.219  0.23
H28 4.471 6.464 5.852  0.31
H29 0.524 -4.056 2.384  0.29
H30 -1.887 -1.631 -0.294  0.30
H31 3.826 2.276 5.379  0.29
H32 -1.800 -0.682 -1.758  0.54
H33 2.984 5.978 5.014  0.30
H34 0.491 -1.129 1.764  0.20
H35 1.307 -2.291 5.550  0.38
H36 -1.024 -1.970 3.621  0.30
H37 -1.477 0.062 -0.159  0.30
H38 1.381 -2.858 -0.545  0.43
H39 -1.014 -1.580 5.341  0.53
H40 -5.981 0.675 -0.677  0.37
H41 -0.691 -2.359 1.468  0.18
H42 6.177 -1.035 -3.973  0.37
H43 -4.612 2.402 -3.794  0.21
H44 -4.959 3.264 -2.283  0.37

Forces on atoms 1 to 6 (eV/Å):
S -0.197 0.161 -0.105
O 0.231 -0.124 0.167
O -0.227 0.093 -0.141
O -0.189 -0.157 -0.091
O -0.013 0.026 -0.008
O 0.162 -0.052 -0.153

For the orbital gap, the calculation gives 7.822 eV. As for the net charge: 0.

=====

Listing maximum force for the structures above in their given order: 5.5, 4.2, 2.6, 2.0, 4.4, 1.7 eV Å⁻¹.
Listing DFT total energy for the structures above in their given order: -1969.5316, -624.8517, -1830.7605, -1862.3143, -2815.9164, -1789.4381 hartree.